No. 1
{
  "formula": "C40H43ClF5N2O2Zn",
  "method": "ωB97M-V/def2-TZVPD",
  "symbols": ["H", "H", "H", "C", "C", "H", "H", "O", "C", "H", "C", "C", "C", "C", "N", "C", "C", "C", "C", "H", "F", "C", "C", "C", "H", "C", "C", "H", "H", "H", "H", "C", "C", "C", "H", "C", "H", "C", "H", "H", "C", "H", "C", "H", "C", "H", "H", "C", "H", "C", "C", "C", "C", "H", "C", "H", "H", "H", "Cl", "H", "C", "H", "H", "C", "H", "C", "F", "C", "F", "H", "F", "C", "C", "C", "C", "H", "H", "H", "H", "H", "O", "C", "Zn", "N", "H", "H", "H", "H", "F", "H", "C", "H", "H", "H"],
  "coordinates": [[-0.8037, 4.2394, -3.6493], [-4.0154, -5.2951, -1.4734], [-2.8914, 3.5856, -1.1090], [-0.9392, 1.5413, -3.0985], [1.2905, -1.5674, -3.7241], [3.3832, 2.2667, 5.0760], [0.5997, 3.8523, -2.6468], [-2.0533, 0.4571, -0.3711], [-0.8140, -0.2765, 3.5557], [-3.9685, 0.4758, -0.9649], [-4.5101, -1.9653, -1.3439], [3.3044, 3.6385, -0.7756], [1.4947, 1.4755, -1.2640], [2.8771, 0.8586, 3.4933], [0.6487, 0.4616, -1.5538], [-0.4800, 3.9800, -2.6375], [-1.4947, 0.4913, -5.2101], [-2.7052, 3.0662, -2.0509], [1.0967, 1.5532, 1.3048], [-2.8862, 1.2525, 2.6097], [1.2641, -4.1470, 0.8519], [-0.9761, -0.3858, 4.9309], [-1.9560, -0.7123, 2.6665], [-0.5526, -0.4843, -4.9519], [-0.3816, -1.2688, -5.6815], [0.8192, -2.7966, -2.9414], [-4.7862, -3.2872, -1.5423], [2.6552, -0.7093, -2.2526], [-0.1185, -0.1153, 6.8797], [-3.0148, 3.7332, -2.8605], [-1.4907, -2.8298, 2.7785], [-3.7932, -4.2487, -1.3060], [1.8788, -3.0886, 1.3980], [0.2186, -0.4851, -3.7897], [-2.3716, 2.2999, -4.4900], [-3.2434, -1.5450, -0.8977], [2.6902, 3.4680, 1.2475], [2.5766, 3.0764, 0.2420], [2.0527, 0.6232, 5.9826], [1.1872, 2.3023, 2.0962], [3.1262, 3.1256, -2.0674], [-3.9594, -0.0731, 2.1393], [1.2405, 0.3978, 5.3017], [3.9901, 4.4525, -0.5843], [-1.2119, 2.7158, -2.1660], [-0.0564, -3.2389, -3.4234], [-3.5552, 0.1726, 3.8428], [-2.3469, -2.1697, 2.9213], [3.5233, -1.2065, 3.6558], [2.0776, -1.9780, 0.3652], [0.3909, 0.2376, 3.0511], [-1.6555, 1.5113, -4.2893], [2.6658, -1.0782, -3.2734], [-2.7304, -2.3133, 3.9347], [-3.1602, 0.2181, 2.8247], [1.6113, -3.5473, -2.8971], [1.4132, -1.8922, -4.7625], [2.0961, 1.7349, -3.3050], [-6.3690, -3.7960, -2.0907], [2.6078, 3.0164, 3.6838], [3.3143, 2.2404, 3.9860], [4.8429, -0.0430, 3.5448], [-1.7754, -4.5905, -0.6883], [-2.5551, -3.8622, -0.8720], [4.2959, 2.4943, 3.5805], [-2.2170, -2.4935, -0.6366], [2.7897, -2.6039, -0.6491], [2.2405, 2.1086, -2.3001], [1.1100, -2.6588, 2.4208], [-0.8547, 2.4517, -1.1730], [3.0256, -1.1276, 0.9581], [1.4572, 0.5210, 3.9324], [1.6968, 1.9886, 0.0572], [-0.0081, 0.5069, -2.8145], [-3.0600, -0.1205, -0.7323], [-2.0841, 0.4670, -6.1184], [-3.1264, -2.4713, 2.2188], [-3.3388, 2.1860, -2.0835], [-5.2711, -1.2172, -1.5358], [3.6866, 3.5414, -2.8971], [-1.0375, -2.2286, -0.2184], [0.0303, -0.0318, 5.8103], [0.3135, -0.8049, -0.0317], [0.5858, 0.4207, 1.6433], [-0.7183, 4.8195, -1.9788], [-1.6246, -0.6493, 1.6373], [3.9477, -0.2168, 5.0626], [3.3797, -1.9031, -3.3185], [3.0232, -3.5450, 1.9549], [3.0242, -0.2816, -3.9298], [3.8543, -0.2190, 3.9738], [0.5432, -2.5495, -1.9187], [-1.9156, -0.7609, 5.3189], [2.9359, 0.8530, 2.4087]],
  "forces_ev_per_a": [[-0.01, 0.02, -0.01], [0.00, 0.00, 0.00], [0.00, 0.03, -0.01], [-0.06, 0.02, 0.07], [-0.07, -0.06, 0.14], [-0.01, 0.00, 0.00], [-0.04, 0.02, 0.00], [-0.01, -0.01, 0.20], [-0.01, 0.03, -0.04], [0.00, -0.01, -0.02], [0.01, 0.04, 0.00], [0.02, 0.02, -0.04], [-0.06, -0.03, -0.10], [0.01, -0.03, 0.05], [-0.09, 0.47, 0.35], [0.05, -0.02, 0.04], [0.03, 0.01, 0.05], [0.12, -0.03, 0.02], [0.03, -0.01, 0.05], [-0.01, 0.00, -0.01], [-0.03, -0.02, -0.01], [0.01, 0.00, 0.05], [-0.03, 0.00, -0.03], [0.02, 0.00, -0.04], [0.00, 0.00, 0.00], [0.00, 0.05, -0.02], [0.00, -0.03, 0.01], [0.04, -0.02, -0.02], [0.00, -0.01, 0.00], [-0.02, -0.03, 0.00], [-0.01, 0.00, -0.01], [-0.01, 0.04, -0.01], [0.01, 0.00, -0.03], [0.05, -0.01, -0.14], [0.00, 0.00, 0.01], [-0.08, -0.05, -0.01], [0.00, -0.01, 0.01], [-0.02, 0.01, 0.01], [0.01, 0.00, 0.00], [0.04, -0.02, -0.03], [-0.01, -0.02, 0.06], [0.00, -0.01, -0.01], [0.00, 0.00, 0.00], [0.00, 0.00, 0.00], [0.07, 0.07, -0.01], [-0.03, 0.02, 0.02], [-0.01, 0.01, 0.01], [0.04, 0.02, -0.02], [0.00, -0.02, -0.01], [-0.13, 0.01, 0.17], [0.11, -0.09, 0.05], [0.01, -0.03, -0.01], [0.01, 0.00, -0.02], [-0.01, 0.00, 0.00], [0.03, 0.00, -0.04], [-0.03, 0.00, 0.00], [0.01, -0.02, -0.01], [0.02, 0.04, 0.00], [0.02, 0.00, 0.00], [0.02, 0.02, 0.01], [-0.01, -0.02, -0.03], [0.01, 0.01, 0.02], [0.00, -0.01, 0.01], [0.01, -0.02, 0.05], [0.01, 0.00, 0.02], [0.11, -0.21, -0.10], [-0.02, 0.02, -0.02], [0.03, -0.01, -0.02], [0.00, 0.05, 0.03], [0.00, -0.05, -0.01], [-0.01, 0.02, 0.05], [0.03, -0.02, -0.01], [0.03, 0.08, 0.02], [-0.01, -0.12, -0.07], [-0.01, 0.09, 0.04], [0.01, 0.00, -0.01], [-0.01, -0.01, -0.01], [-0.05, -0.09, 0.03], [0.00, 0.01, 0.01], [0.00, 0.00, -0.01], [-0.07, 0.08, 0.16], [-0.01, 0.01, -0.03], [0.26, -0.45, -0.36], [-0.27, 0.30, -0.15], [-0.01, 0.01, -0.01], [-0.03, 0.05, -0.11], [0.00, -0.01, -0.01], [0.00, 0.00, -0.01], [0.03, -0.01, -0.02], [0.00, -0.01, 0.01], [-0.01, 0.01, -0.03], [0.02, -0.05, -0.03], [-0.01, 0.00, -0.01], [0.00, -0.04, -0.02]],
  "lowdin_charge": [0.08, 0.10, 0.08, -0.13, -0.36, 0.07, 0.05, 0.01, -0.13, 0.12, -0.08, -0.11, -0.25, -0.38, 0.01, -0.05, -0.09, -0.08, -0.09, 0.08, 0.13, -0.04, -0.38, -0.05, 0.11, -0.05, -0.68, 0.05, 0.10, 0.07, 0.08, -0.11, -0.60, -0.13, 0.10, -0.12, 0.10, -0.05, 0.10, 0.12, -0.09, 0.07, -0.05, 0.09, -0.36, 0.08, 0.07, -0.05, 0.07, -0.33, -0.13, -0.05, -0.07, 0.07, -0.05, 0.08, 0.12, 0.11, 0.60, 0.07, -0.07, 0.08, 0.12, 0.00, 0.08, -0.35, -0.01, -0.05, 0.12, 0.11, -0.02, -0.13, -0.12, -0.17, -0.22, 0.09, 0.08, 0.05, 0.11, 0.10, -0.12, -0.07, 0.70, 0.07, 0.08, 0.07, 0.07, 0.08, 0.12, 0.07, -0.05, 0.04, 0.11, 0.10],
  "e_homo_ev": -4.68,
  "largest_force_ev_per_a": 0.6,
  "charge": -1
}


No. 2
{
  "formula": "C40H43N2O16",
  "method": "ωB97M-V/def2-TZVPD",
  "symbols": ["H", "C", "C", "C", "H", "O", "N", "H", "O", "H", "C", "C", "H", "O", "C", "O", "H", "O", "H", "C", "H", "H", "H", "H", "H", "O", "C", "O", "O", "C", "H", "C", "C", "H", "C", "C", "H", "H", "C", "H", "C", "O", "H", "H", "H", "C", "H", "H", "C", "C", "C", "C", "H", "C", "O", "C", "H", "C", "C", "H", "H", "O", "H", "C", "H", "C", "H", "C", "H", "C", "C", "N", "H", "C", "H", "O", "C", "H", "H", "H", "C", "O", "H", "C", "C", "C", "C", "H", "O", "O", "C", "H", "H", "H", "O", "C", "H", "H", "C", "C", "H"],
  "coordinates": [[4.9887, 2.7377, 4.4236], [4.7399, -1.0396, 2.6105], [-3.8627, -7.7914, -4.0302], [-2.0254, 1.4031, 2.6873], [-2.8161, 0.6424, 2.3867], [-2.3451, -8.5803, -11.3063], [4.4520, 4.6311, 2.6385], [2.3605, 4.8258, 5.4896], [1.9745, 10.4106, 2.1016], [4.5684, 5.5398, 4.6727], [-0.7762, 8.3670, 3.0303], [-1.3497, -8.4841, -2.8563], [0.6267, 12.0130, 3.6715], [-1.6110, 11.4908, 4.9485], [-1.4902, 9.2804, 3.9310], [-0.2750, -8.8140, -2.3846], [3.6241, -0.7900, 2.6519], [1.0267, 7.9131, 1.5891], [4.9068, -2.1587, 2.3918], [-2.8003, -6.3075, -10.9201], [0.7471, 5.6977, 4.0652], [-3.1283, -3.6152, -8.2688], [-0.3638, 3.9699, -0.2884], [-1.5551, 1.9072, 0.4618], [0.7215, 5.0691, 0.6976], [-4.3947, -6.5747, -1.9852], [4.6102, 1.0340, 0.9312], [-2.0998, -8.9177, -8.6154], [-2.9196, -4.3785, -7.6950], [0.2057, 11.0260, 3.5332], [-0.0372, -9.7533, -4.3151], [-1.2644, 2.1640, 1.5423], [-4.1539, -3.4562, 1.0232], [6.5021, 0.1583, 1.9444], [-1.3231, -3.7026, 1.2488], [-1.6333, 1.7887, 4.1361], [-3.1644, -8.8986, -5.7797], [-5.6277, -2.3047, 1.1642], [2.5403, 4.4181, 4.4214], [-2.9212, -6.1043, -11.9756], [5.5294, -0.1939, 1.4518], [-5.4979, -3.2497, 0.9521], [5.3684, 3.1464, 0.5672], [3.3747, 6.2673, 3.4963], [-0.3530, 3.1191, 5.5226], [-0.1844, 3.2696, 1.8305], [-5.1569, -6.4809, -2.5901], [-2.3585, -6.8581, -7.0253], [5.1683, 2.4587, 1.4735], [-2.4947, -6.6577, -8.0798], [-3.2991, -2.2878, 1.3774], [-2.8878, -8.5903, -4.7799], [-1.2047, 7.3846, 2.8790], [-2.5083, -7.5264, -10.4603], [-0.7970, -9.6537, -4.9217], [-2.1753, -4.8653, 0.8676], [3.9408, 1.3499, 3.6910], [-0.9266, 10.6462, 4.1312], [-3.4884, -7.3377, -2.6605], [3.5242, 0.9440, 1.3101], [6.1289, 2.3235, 2.0920], [-1.6550, -5.9444, 0.6417], [0.1472, -4.8603, 1.1279], [-2.7832, -5.4385, -8.5392], [5.8071, -0.8992, 0.5805], [-1.8523, -2.5002, 1.4842], [-1.2450, -1.6476, 1.7595], [0.1946, 3.6600, 3.3117], [-2.1427, -9.3453, -10.7325], [-2.3484, -7.7883, -9.0017], [-3.6244, -4.6580, 0.7844], [2.7763, 2.9473, 4.5614], [4.5806, 1.1077, -0.2115], [0.3525, 8.7494, 2.4313], [3.0017, 2.8203, 5.5704], [-2.5141, 8.9605, 4.5062], [-1.7121, -8.9151, -4.2366], [-2.1767, 1.2791, 5.0021], [4.2790, 5.1687, 1.7663], [5.2011, -0.7842, 3.6411], [-2.9703, -5.1815, -9.9958], [-3.8154, -1.1987, 1.5714], [1.3174, 3.3378, 0.1183], [4.0573, 3.1863, 2.4077], [4.0117, 2.4881, 3.8512], [3.8055, 5.2531, 3.8526], [-2.3150, -7.6648, -2.1155], [3.0518, 3.0930, 1.8758], [-3.2517, -4.0587, -10.3779], [0.0179, -3.9161, 1.3463], [0.9300, 10.1047, 2.6531], [-4.2329, -5.5137, 0.5241], [-2.0327, -7.3434, -1.1213], [5.4848, 4.6107, 2.7956], [-4.9512, -7.4891, -4.4887], [0.4501, 3.9724, 0.5341], [1.8056, 8.4214, 1.2874], [-2.3879, 10.9834, 5.2559], [1.2664, 4.8181, 3.5179], [-0.5521, 2.8931, 4.4260], [1.6652, 5.2678, 2.5368]],
  "forces_ev_per_a": [[-1.30, -0.39, -0.93], [0.86, -0.01, -0.17], [-0.10, -0.28, -0.71], [3.46, 3.46, 0.41], [1.22, 1.11, 0.73], [-0.04, 0.59, 1.27], [0.63, -0.41, -0.15], [0.30, -0.53, -1.82], [-0.15, -0.51, -0.05], [-0.96, -0.96, -1.54], [-0.11, -0.06, 0.13], [0.09, 0.27, 0.70], [-0.02, -0.04, -0.01], [0.27, -1.31, -0.71], [-0.37, -0.59, -0.05], [-0.17, -0.06, -0.41], [1.56, -0.52, -0.21], [0.10, 0.86, 0.55], [-0.49, 1.75, 0.63], [-0.07, 0.38, 0.10], [0.84, -1.32, -0.92], [0.01, -0.09, 0.11], [1.35, -0.02, 1.33], [0.63, 0.58, 1.79], [-0.17, -1.61, -0.17], [0.36, -0.64, -1.01], [0.56, 0.66, 0.29], [-0.08, 0.16, -0.37], [0.01, -0.56, -1.20], [0.36, -0.14, -0.28], [-0.09, -0.04, -0.12], [0.47, 0.66, 3.43], [-1.32, -0.35, -0.20], [-1.34, -0.27, -1.05], [1.36, 0.35, 0.24], [1.33, 1.58, -2.84], [0.03, -0.05, 0.02], [-0.08, -0.16, -0.05], [0.09, 0.85, 0.36], [-0.01, -0.01, 0.04], [-0.87, -0.48, 0.41], [1.34, 0.43, 0.21], [-0.09, -0.98, 1.44], [0.75, -1.60, 0.66], [-0.21, -0.26, -1.67], [-1.67, -1.58, 1.83], [0.07, -0.01, 0.11], [-0.01, 0.02, -0.03], [-0.70, 0.56, 0.01], [0.07, -0.34, -0.06], [0.57, 0.41, 0.16], [-0.38, 0.21, 0.00], [-0.03, 0.02, -0.01], [0.05, -0.62, -1.26], [-0.46, 0.72, 1.12], [-0.70, -0.53, -0.19], [0.26, 1.80, 0.29], [-0.31, 1.27, 0.73], [-0.33, 0.62, 0.99], [1.67, -0.16, -0.68], [-1.34, 0.26, -0.99], [0.27, 0.41, 0.16], [0.04, 0.12, 0.03], [-0.01, 0.59, 1.22], [-0.53, 1.25, 1.42], [-0.33, 0.28, 0.02], [-0.01, -0.02, -0.01], [-2.50, -2.61, -1.85], [-0.03, 0.06, -0.14], [0.08, -0.05, 0.76], [0.33, -0.25, 0.00], [1.68, 0.81, 0.86], [0.04, -0.30, 1.69], [-0.04, -1.01, -0.46], [-0.59, -0.20, -1.02], [0.31, 0.33, -0.05], [0.53, -0.75, -1.12], [1.02, 0.93, -1.32], [0.13, -0.27, 0.78], [-0.81, -0.56, -1.63], [-0.07, 0.01, -0.83], [-0.22, -0.33, -0.10], [-1.10, 1.15, 0.68], [0.67, -2.61, -0.04], [-0.22, -0.07, -1.12], [-1.45, 2.16, 1.32], [0.31, -0.15, 0.02], [1.18, 0.57, 0.95], [0.09, -0.12, 0.44], [-1.29, -0.37, -0.25], [0.15, 0.88, 0.22], [0.03, 0.04, -0.04], [-0.03, -0.03, -0.03], [-0.88, 0.13, -0.31], [0.17, 0.14, 0.39], [-1.01, -0.59, 0.07], [-0.19, 0.05, -0.02], [0.06, 0.16, 0.02], [-0.58, -0.04, 0.64], [-0.94, -0.85, -2.84], [-0.99, -0.97, 1.25]],
  "lowdin_charge": [0.15, -0.13, -0.31, -0.05, 0.06, 0.10, 0.06, 0.16, 0.11, 0.15, 0.08, -0.31, 0.14, 0.11, -0.31, 0.11, 0.07, 0.06, 0.08, 0.08, 0.13, 0.12, 0.09, 0.10, 0.06, 0.08, -0.18, 0.11, 0.09, 0.08, 0.12, -0.02, -0.21, 0.10, -0.22, -0.06, 0.13, 0.12, -0.28, 0.14, -0.22, 0.10, 0.12, 0.14, 0.09, -0.16, 0.12, 0.12, -0.14, 0.08, -0.30, 0.07, 0.14, -0.22, 0.10, -0.30, 0.12, -0.22, -0.21, 0.11, 0.12, 0.11, 0.12, -0.22, 0.11, 0.08, 0.13, -0.14, 0.12, -0.31, 0.08, -0.03, 0.12, -0.23, 0.13, 0.13, -0.22, 0.09, 0.19, 0.08, -0.31, 0.09, 0.07, -0.24, -0.13, -0.08, 0.08, 0.15, 0.11, 0.10, -0.32, 0.13, 0.11, 0.18, 0.11, -0.10, 0.11, 0.12, -0.13, -0.03, 0.08],
  "e_homo_ev": -10.72,
  "largest_force_ev_per_a": 4.9,
  "charge": 1
}


no.,M (u),gap between HOMO and LUMO (eV)
1,779.63,7.17
2,807.78,7.14